C51H73BN10O10PS | wB97M-V/def2-TZVPD

The molecular weight comes out at 1060.06 g mol⁻¹. As for the total charge: +1. For the HOMO-LUMO gap, the calculation gives 3.9 eV. As for the maximum force: 0.0785 Eh/bohr.

Atoms and positions in Å:
C  5.117054  2.911124  1.578883
C  5.814590  2.125026  0.368467
C  6.676074  0.960910  1.017052
C  6.270732  -0.495626  0.560583
C  4.818494  -0.901593  1.018460
N  4.666658  -1.276173  2.343614
C  3.481157  -1.698796  2.920179
P  3.608937  -2.195169  4.714152
O  3.078907  -1.202720  5.670955
O  3.009606  -3.725425  5.011014
O  5.247735  -2.339543  5.068515
C  2.264258  -1.748326  2.080921
C  0.962607  -2.169073  2.646628
O  0.749667  -2.493240  3.981416
C  0.111479  -1.397080  4.720333
C  0.714880  0.038781  4.447488
C  -0.147156  0.970787  3.526337
O  0.787256  0.701719  5.743764
C  -0.216895  -2.273815  1.764293
C  -1.563805  -2.783191  2.358126
S  -2.870632  -1.515597  2.609532
O  -2.570466  -0.197141  2.075157
O  -4.131497  -2.077613  2.074779
C  -0.156333  -1.947039  0.284523
B  -1.470256  -2.147347  -0.636456
O  -1.362954  -3.163262  -1.664525
N  -2.724587  -1.393903  -0.560086
C  -3.821478  -2.343620  -0.926506
C  -2.778250  -0.230025  -1.473855
C  1.136571  -1.464630  -0.279403
N  1.168389  -1.148186  -1.674080
C  0.650045  0.198343  -2.001083
C  -0.120914  0.078311  -3.397633
C  2.328012  -1.374385  0.621568
C  3.661289  -0.930008  0.096424
C  3.939483  -0.505734  -1.372082
C  3.997695  -1.789369  -2.300361
O  3.845526  -1.725458  -3.475869
O  4.218898  -3.016703  -1.617711
H  4.336414  3.636271  1.240125
H  5.938586  3.486436  2.083978
H  4.733766  2.129314  2.291119
H  5.070423  1.786979  -0.394601
H  6.523909  2.863961  -0.101891
H  6.596456  1.025792  2.132243
H  7.741413  1.117720  0.678942
H  6.966343  -1.209272  1.102371
H  6.435588  -0.703445  -0.530361
H  5.510202  -1.229940  2.931884
H  2.610883  -4.078639  4.187788
H  5.624449  -2.968581  4.418322
H  0.323354  -1.623130  5.805744
H  -1.006072  -1.383751  4.619474
H  1.759757  0.049216  4.056264
H  -0.155398  0.496685  2.496074
H  -1.218096  1.018147  3.849401
H  0.266400  2.000251  3.387097
H  -0.106700  0.616969  6.133272
H  -1.425302  -3.299967  3.355782
H  -2.018296  -3.578760  1.695413
H  -3.094951  -1.404225  3.982212
H  -1.362576  -4.044233  -1.245542
H  -3.836232  -2.468183  -2.047764
H  -3.666165  -3.355072  -0.452944
H  -4.797851  -1.951965  -0.538181
H  -2.640986  -0.491331  -2.556328
H  -3.826798  0.190883  -1.390086
H  -2.103779  0.591635  -1.112702
H  0.806986  -1.888047  -2.272379
H  -0.009256  0.630681  -1.195106
H  1.453735  0.970084  -2.186668
H  -0.665661  -0.897827  -3.482979
H  0.673477  0.090832  -4.192332
H  -0.842021  0.933137  -3.486725
H  4.874112  0.083584  -1.527160
H  3.104581  0.123211  -1.790043
H  5.184328  -3.161975  -1.696621
N  1.356942  4.677514  0.557912
C  2.197480  5.737066  0.337201
C  1.952701  6.678460  1.302915
C  0.929643  6.166948  2.142803
C  0.584063  4.931223  1.660652
H  1.314300  3.844251  -0.001440
H  2.893208  5.728565  -0.486894
H  2.453252  7.629191  1.397299
H  0.496316  6.650911  3.003871
H  -0.143156  4.212660  2.004045
N  -1.719279  1.455242  -6.646261
C  -1.646143  2.372992  -7.659984
C  -0.941453  1.807616  -8.691771
C  -0.580212  0.495961  -8.288002
C  -1.075646  0.306143  -7.024137
H  -2.175129  1.602031  -5.763135
H  -2.099280  3.346183  -7.558641
H  -0.711950  2.282706  -9.632855
H  -0.020499  -0.227160  -8.860551
H  -1.025656  -0.543572  -6.362329
N  -4.468169  -4.554860  3.959582
C  -4.010959  -5.817105  4.232782
C  -4.442572  -6.160283  5.488567
C  -5.193532  -5.066675  5.990782
C  -5.194410  -4.092877  5.024909
H  -4.298453  -4.045609  3.106905
H  -3.418843  -6.359285  3.512312
H  -4.242662  -7.093827  5.990648
H  -5.679425  -5.001536  6.951592
H  -5.646668  -3.113567  5.003332
N  -6.857889  -0.782696  1.872402
C  -7.815969  -1.460831  2.576266
C  -9.043743  -1.004703  2.168384
C  -8.818645  -0.017275  1.176110
C  -7.461272  0.095656  1.013241
H  -5.863350  -0.911096  1.970813
H  -7.542033  -2.206664  3.305697
H  -9.997773  -1.343733  2.540577
H  -9.567017  0.546439  0.641348
H  -6.873979  0.724397  0.362799
N  0.523154  -3.812853  -4.091555
C  0.561817  -2.939477  -5.147760
C  1.284148  -3.524682  -6.154744
C  1.693548  -4.801689  -5.694411
C  1.207963  -4.952779  -4.421570
H  0.064195  -3.648119  -3.209339
H  0.075296  -1.981680  -5.090936
H  1.494400  -3.084815  -7.117014
H  2.278010  -5.528575  -6.236185
H  1.290614  -5.769886  -3.722643
N  1.646448  2.827965  7.730675
C  2.869364  3.418322  7.569094
C  2.939658  4.488840  8.424534
C  1.713312  4.542960  9.133929
C  0.937284  3.504188  8.686281
H  1.320010  2.020260  7.224592
H  3.581777  3.027667  6.860237
H  3.779383  5.157893  8.529846
H  1.431641  5.261451  9.887753
H  -0.056226  3.189465  8.963799
N  -1.921381  4.338980  -11.715392
C  -1.047195  5.373133  -11.918540
C  -1.253557  6.301009  -10.930536
C  -2.288375  5.805701  -10.095423
C  -2.677583  4.593078  -10.603476
H  -1.995794  3.519639  -12.293042
H  -0.357425  5.359344  -12.747044
H  -0.720130  7.231903  -10.818779
H  -2.700325  6.284413  -9.220586
H  -3.425968  3.890890  -10.272120

Forces on the atoms, in the same order (eV/Å):
C 0.70 -0.50 -0.73
C 0.21 0.87 1.25
C -0.03 0.04 -1.31
C -0.14 -0.67 1.22
C -1.53 0.16 -2.01
N -1.57 -0.29 -0.52
C -0.16 -0.02 -2.08
P 0.40 -0.61 3.97
O 0.26 -0.75 -1.57
O 1.14 1.99 -2.11
O -2.08 -0.27 -2.38
C 0.16 -0.03 0.20
C -2.45 -0.11 -2.44
O 0.43 1.25 -1.18
C 0.68 0.66 1.21
C -0.65 1.59 0.45
C 0.07 -1.11 -1.11
O -0.65 -0.79 -0.40
C 1.89 0.57 -0.45
C 0.87 -0.80 0.24
S -2.88 1.24 -1.98
O 0.69 -1.38 1.19
O 1.78 -0.17 1.25
C 2.91 0.72 1.97
B -0.25 -0.04 -1.26
O -0.07 0.27 1.94
N 1.06 -1.56 -1.01
C -0.39 -0.11 -0.31
C -1.25 1.22 0.72
C -1.93 -1.55 2.27
N 0.46 0.67 1.34
C -0.88 0.33 -1.50
C 0.73 0.28 0.67
C 0.78 0.34 -0.49
C 1.17 0.07 2.27
C -0.95 -0.74 -0.16
C -0.24 0.38 0.23
O 0.21 -0.09 0.60
O 0.65 1.38 -0.42
H 0.53 -0.73 0.41
H -0.90 -0.52 -0.24
H -0.04 1.04 -0.52
H 0.66 0.21 0.70
H -0.84 -0.91 0.13
H 0.30 -0.05 -0.91
H -1.00 -0.35 0.73
H -0.68 0.65 -0.60
H -0.34 0.40 1.13
H -0.53 -0.02 -0.15
H 0.01 -0.06 0.72
H 0.21 -0.03 0.76
H -0.06 0.10 -1.26
H 0.95 -0.19 -0.35
H -0.89 -0.40 0.54
H -0.17 0.58 0.97
H 0.96 0.06 -0.14
H -0.16 -0.92 0.57
H 0.58 0.25 -0.21
H -0.04 0.69 -1.00
H 0.24 1.12 0.53
H 0.64 -0.35 -0.69
H 0.31 0.21 -0.55
H -0.30 -0.03 1.10
H -0.16 1.05 -0.43
H 0.87 -0.27 -0.45
H 0.13 0.14 0.95
H 1.10 -0.37 -0.11
H -0.46 -0.88 -0.54
H -0.03 0.29 0.31
H 0.59 -0.71 -0.66
H -0.48 -0.85 0.40
H 0.32 0.95 0.25
H -1.01 0.16 0.53
H 0.78 -0.81 -0.21
H -0.71 -0.69 0.40
H 1.02 -0.76 0.57
H -0.60 -0.36 -0.02
N 0.06 -0.05 0.05
C 0.08 0.01 -0.08
C 0.11 -0.04 -0.09
C -0.09 -0.11 0.06
C -0.05 -0.03 0.05
H -0.02 0.12 0.03
H -0.05 0.06 0.03
H -0.03 -0.06 -0.01
H 0.03 -0.03 -0.05
H 0.00 0.08 -0.02
N 0.03 -0.03 -0.04
C -0.01 0.09 0.00
C -0.09 0.11 0.02
C 0.02 -0.12 0.09
C 0.06 -0.04 0.09
H -0.01 0.00 -0.14
H 0.06 -0.03 -0.07
H -0.02 0.02 0.07
H -0.04 0.03 0.04
H -0.03 0.01 -0.10
N 0.19 -0.03 -0.08
C 0.08 0.01 0.04
C 0.11 -0.09 -0.08
C -0.03 0.14 0.01
C 0.04 0.12 0.03
H -0.31 0.01 0.04
H -0.07 -0.03 0.05
H -0.03 0.05 -0.03
H 0.01 -0.01 -0.07
H -0.03 -0.07 0.01
N 0.00 0.06 -0.05
C 0.05 0.02 0.04
C 0.01 -0.12 0.11
C 0.06 0.10 -0.13
C 0.02 0.01 0.02
H -0.14 -0.10 -0.05
H -0.06 0.02 -0.04
H 0.06 0.02 -0.02
H 0.04 -0.04 0.03
H -0.06 0.00 0.04
N 0.07 0.01 0.09
C 0.05 -0.01 -0.03
C -0.08 0.16 -0.01
C 0.02 -0.13 0.11
C 0.08 -0.01 0.05
H -0.17 -0.10 -0.22
H 0.06 -0.10 -0.10
H -0.02 -0.02 0.06
H -0.05 0.04 0.03
H 0.02 0.03 -0.06
N -0.06 0.01 0.13
C -0.03 -0.02 -0.06
C 0.12 -0.04 -0.09
C -0.15 0.00 0.08
C 0.01 -0.01 -0.06
H 0.23 0.13 -0.03
H -0.03 0.03 0.05
H -0.05 -0.04 0.00
H 0.02 -0.05 -0.04
H 0.05 0.05 0.02
N 0.06 0.03 0.08
C 0.02 0.01 -0.06
C 0.13 -0.01 -0.10
C -0.08 -0.11 0.07
C -0.10 -0.07 0.01
H 0.00 0.09 0.06
H -0.04 0.04 0.05
H -0.03 -0.06 -0.02
H 0.01 -0.02 -0.06
H 0.03 0.06 -0.01